C28H32BrN4O6PS3Y | the ωB97M-V functional and the def2-TZVPD basis

Computed properties:
M (g mol⁻¹): 816.571
Charge: +1

Geometry (Å):
H -3.111 2.249 0.913
O 6.388 -1.242 1.813
H -3.192 3.268 2.378
H -1.982 -4.927 -1.328
C 0.086 -7.284 -0.061
S -3.917 -1.424 -0.297
C 0.216 3.333 -1.585
O 0.347 -2.427 -1.202
C 2.976 0.443 -1.181
H -2.625 3.961 0.831
S -6.516 -1.404 1.054
C -7.482 1.585 0.392
O -0.922 -2.420 0.605
C 4.479 -0.162 1.017
H 0.487 2.309 -1.860
N -5.273 0.691 -0.265
N 2.387 -0.138 -0.130
C -5.376 -0.594 0.191
N 4.912 -0.602 3.408
H -6.366 5.088 -0.773
C -5.812 3.045 -0.555
H 1.073 3.988 -1.722
C 0.891 -5.095 0.446
C 5.079 0.457 -0.074
H -9.329 2.507 0.911
C 2.703 -0.416 4.533
C -2.654 3.072 1.457
H 2.205 -1.106 3.848
H 3.532 0.918 3.040
H 3.029 -1.005 5.389
C -6.209 1.778 -0.132
C -8.341 2.671 0.502
O 1.116 2.341 1.687
H 1.879 -6.892 1.062
H 4.436 -3.030 4.544
O -0.205 3.416 -0.221
C -1.000 -6.736 -0.725
H 6.766 -1.053 4.249
H -7.801 0.608 0.704
C 5.346 -0.698 2.130
H -4.839 3.193 -0.995
H 5.841 -3.230 3.483
C 3.867 0.304 3.876
H 4.748 1.278 -2.040
S -1.767 0.124 -1.858
C 1.480 3.569 2.362
Y 0.017 -0.587 -0.065
H 1.052 3.563 3.361
C -0.288 -3.061 -0.312
C -6.685 4.112 -0.435
O -1.305 2.727 1.852
P -0.218 2.211 0.813
C 1.038 -6.467 0.534
C -7.954 3.935 0.099
H 2.616 -0.908 1.774
C -1.137 -5.358 -0.808
H -8.631 4.772 0.188
C 4.313 0.796 -1.178
C 5.715 -1.290 4.424
N -4.106 1.024 -0.925
H 1.964 0.299 4.894
H -0.613 3.644 -2.216
H 5.437 -0.862 5.388
Br 2.180 -3.991 1.309
C -3.317 0.010 -1.002
H 6.042 -3.257 5.233
H 1.117 4.430 1.803
H -1.742 -7.377 -1.178
H 6.144 0.645 -0.048
H 2.357 0.620 -2.056
C 3.124 -0.420 0.949
H 0.195 -8.358 0.001
C -0.184 -4.537 -0.224
H 2.565 3.588 2.410
C 5.493 -2.791 4.416
H 4.323 0.996 4.591

Cartesian forces, eV/Å:
-0.07 -0.01 -0.03
0.00 -0.03 -0.03
-0.04 0.01 -0.03
0.00 0.06 0.00
0.01 -0.01 0.00
-0.09 -0.44 0.20
0.01 -0.18 -0.08
0.10 -0.43 -0.20
0.11 0.16 -0.02
-0.06 0.02 0.00
-0.04 0.03 0.02
0.03 0.11 -0.05
0.04 -0.26 -0.05
-0.08 -0.02 -0.01
-0.01 0.06 0.03
0.02 0.14 -0.08
-0.19 -0.03 -0.06
-0.03 0.04 0.01
-0.05 -0.04 -0.11
-0.01 0.03 0.00
-0.02 0.05 0.01
0.00 0.01 -0.01
0.14 -0.19 0.17
0.02 0.03 0.02
-0.02 0.01 0.00
-0.12 -0.06 0.08
0.16 0.01 0.01
0.01 0.00 -0.03
-0.03 -0.03 0.04
0.05 0.01 0.01
0.00 -0.19 0.06
-0.03 -0.08 0.03
0.04 0.04 -0.04
0.02 0.00 0.01
-0.03 0.01 0.01
-0.16 0.27 -0.06
0.02 0.11 0.02
-0.01 -0.05 0.00
-0.04 -0.01 0.02
0.02 0.13 0.09
0.02 -0.02 0.01
0.00 0.02 -0.03
0.12 0.09 -0.03
0.01 -0.01 -0.02
-0.22 0.00 0.15
-0.04 -0.08 0.00
-0.54 0.82 -0.28
0.01 0.04 0.00
0.22 -0.32 0.40
-0.02 0.02 0.01
0.06 -0.04 0.04
0.18 -0.01 0.39
-0.05 -0.02 -0.02
0.07 0.02 -0.03
0.02 0.00 -0.01
-0.01 -0.20 -0.01
-0.02 0.02 0.01
-0.05 -0.18 0.02
0.03 0.13 0.06
0.00 -0.38 0.14
0.00 0.04 -0.02
0.04 0.02 0.01
0.00 -0.02 0.00
-0.06 0.05 -0.08
0.64 0.76 -0.50
0.03 0.00 0.01
0.02 0.02 0.02
-0.01 -0.02 -0.02
0.02 -0.01 -0.01
0.01 0.04 0.04
0.08 -0.02 -0.07
0.01 -0.01 0.01
-0.18 0.06 -0.17
-0.02 0.02 0.02
0.01 -0.09 0.02
-0.03 -0.03 0.00

***

C28H32BrO2S | the ωB97M-V functional and the def2-TZVPD basis

Computed properties:
SMILES: COc1ccc([C@@H](Sc2ccc(Br)cc2)c2cc(C(C)(C)C)c([O-])c(C(C)(C)C)c2)cc1
M (g mol⁻¹): 512.533
Charge: -1

Geometry (Å):
C 4.178 -2.296 -0.923
H -6.331 -0.564 1.872
H 4.107 -1.660 -3.560
H 4.311 -2.033 0.132
C -0.714 1.079 0.746
C -3.758 2.359 1.952
H -0.058 -4.542 1.570
C -0.291 -4.906 0.563
H -4.269 -0.659 0.447
H 1.917 0.723 -0.218
H -2.240 -3.279 1.560
C 3.904 0.089 -1.543
H 2.324 6.633 -1.279
H 3.754 -3.302 -0.993
H -1.957 -3.603 -2.172
C -4.466 0.190 1.101
C -5.606 0.239 1.912
C 0.908 4.367 1.803
H -0.359 2.911 2.749
C -0.766 -1.329 0.147
H -2.010 -5.272 -1.548
H 5.158 -2.282 -1.417
H 0.641 -5.128 0.037
O 2.329 5.876 0.685
C 3.029 6.344 -0.486
C 1.843 -1.294 -0.929
C 1.301 -0.173 -0.323
H 2.702 -2.689 -3.168
H -1.773 -1.287 0.566
H 3.569 7.218 -0.121
C 1.527 4.782 0.602
C -3.554 1.266 1.093
C -5.802 1.334 2.766
H -2.954 -4.585 0.597
H 3.281 0.853 -2.023
C -0.274 -2.528 -0.304
C 1.315 4.036 -0.578
H -0.884 -5.823 0.648
C -1.401 -4.363 -1.611
H -1.035 0.871 1.773
H 3.736 5.589 -0.856
H -3.025 3.163 1.958
H 1.063 4.979 2.687
C -2.412 -3.632 0.535
Br -7.274 1.344 3.955
C 3.118 -1.681 -3.086
S -2.308 1.302 -0.155
H 4.862 0.054 -2.079
C -1.087 -3.843 -0.203
H -3.058 -2.920 0.005
H -0.470 -4.585 -2.138
H -5.098 3.286 3.369
C -4.904 2.412 2.757
C 3.241 -1.288 -1.606
C 0.150 3.210 1.831
C -0.015 -0.150 0.165
O 1.507 -3.590 -1.448
C 0.568 2.862 -0.514
H 1.735 4.358 -1.532
H 0.391 2.289 -1.425
C 1.060 -2.536 -0.925
H 2.462 -0.976 -3.607
C 0.049 2.396 0.695
H 4.113 0.382 -0.508

Cartesian forces, eV/Å:
-0.08 -0.09 0.07
0.06 -0.01 0.15
-0.04 0.03 0.00
0.03 -0.05 -0.07
0.49 0.01 0.06
-0.61 -0.49 -0.03
0.00 -0.09 -0.06
0.15 0.05 -0.04
-0.17 0.21 0.14
-0.26 -0.20 -0.14
-0.10 0.03 -0.17
0.04 0.03 0.00
0.20 -0.09 0.17
0.05 0.18 0.06
0.02 -0.10 0.00
-0.03 0.71 0.19
0.34 0.33 0.21
0.38 0.52 -0.68
0.25 0.00 -0.15
0.04 -0.19 0.34
-0.02 -0.01 -0.04
-0.01 -0.01 0.06
-0.11 0.08 0.11
0.37 0.54 -0.42
-0.55 -0.35 0.68
-0.25 -0.58 0.09
-0.22 0.26 0.01
0.01 0.21 0.00
0.21 0.01 -0.11
0.00 -0.08 -0.24
-0.39 -1.05 -0.24
-0.45 -0.03 0.29
0.80 0.01 -0.84
0.10 0.10 -0.03
0.07 -0.03 0.13
0.53 -0.03 -0.18
0.07 0.41 0.58
0.01 0.00 0.04
0.10 0.00 -0.09
0.12 0.18 -0.02
-0.19 0.12 0.05
-0.29 -0.02 -0.07
-0.08 -0.09 -0.07
-0.05 -0.02 0.03
-0.10 0.07 -0.05
-0.18 -0.08 0.00
-0.34 0.04 -0.44
-0.13 -0.01 0.09
0.28 0.50 -0.16
0.08 -0.06 0.14
-0.15 0.08 0.05
0.05 -0.14 0.08
0.24 -0.48 -0.01
-0.41 -0.15 0.29
0.22 -0.36 -0.27
0.11 0.49 0.12
0.29 -0.51 -0.21
0.10 0.04 0.17
-0.10 -0.08 0.29
0.13 0.08 0.27
-0.20 0.33 0.04
0.05 -0.06 -0.03
-0.43 -0.16 0.00
-0.08 0.07 -0.12

***

C28H32FN5O4SeY | the ωB97M-V functional and the def2-TZVPD basis

Computed properties:
M (g mol⁻¹): 689.459
Charge: +1
ΔE to the lowest compared entry with this formula, charge and spin (kcal per mole): 2.3

Geometry (Å):
N 0.189 -0.620 0.929
H -2.612 -2.672 0.969
H -0.404 -2.413 -2.740
O 1.659 6.642 2.016
C -2.845 -0.710 -4.472
Y 0.739 1.250 0.266
H -0.376 -2.425 2.869
C 0.005 -2.833 -0.066
N 1.974 4.104 -1.638
C 2.458 -1.077 3.370
O 0.990 2.427 1.885
C 2.463 -3.581 0.971
H -3.385 -0.065 4.811
C -2.524 -3.013 -0.061
H 1.872 3.765 -2.580
H -4.686 -0.587 -3.265
C 2.244 5.358 -1.246
C -3.646 -0.373 -3.440
C -1.899 -1.352 3.928
C 2.259 5.366 0.134
H -2.183 -2.436 -2.726
C 0.761 -1.910 0.689
H 0.173 0.559 -5.009
H 0.178 -1.182 -4.702
H -1.343 -1.330 -0.700
C -2.673 -0.202 4.010
H -2.459 -4.103 -0.052
H 3.191 -0.494 3.929
H 3.874 7.170 0.039
H -2.900 1.860 -1.114
C 3.295 -0.044 1.227
N -1.600 -0.186 -4.207
N 1.806 3.283 -0.592
C 2.366 6.529 1.064
H -1.282 -3.896 -2.354
O 2.768 3.564 2.666
H 3.901 -1.909 2.045
C 1.928 3.335 1.840
H -0.116 -4.850 -0.779
H 2.604 0.734 1.569
C 0.475 -4.130 -0.228
H -4.449 1.040 -1.371
H -0.743 -0.525 -6.071
C 1.691 -4.515 0.306
C 2.964 -1.359 1.950
C -1.633 0.463 -3.028
C -1.289 -2.419 -0.752
H 3.284 -0.170 0.136
H 3.435 -3.877 1.349
Se -0.214 1.467 -2.334
O 3.309 7.439 0.769
H 4.286 0.309 1.507
H -2.015 -2.129 4.673
H 2.285 -2.014 3.899
C -1.606 0.577 2.044
H -3.056 -1.270 -5.365
C -3.373 0.900 -1.300
C -0.428 -0.345 -5.047
H 1.524 -0.515 3.351
H 2.381 6.155 -1.960
H -3.157 0.224 -0.472
C -1.285 -2.813 -2.232
F -1.490 1.572 1.040
H 2.046 -5.530 0.185
C 1.967 4.041 0.495
C 2.026 -2.276 1.179
H -3.435 -2.738 -0.598
H -3.115 1.685 3.056
C -2.524 0.778 3.042
N -2.885 0.353 -2.552
C -0.767 -0.540 1.934
C -0.974 -1.525 2.916

Cartesian forces, eV/Å:
-0.03 -1.71 0.62
-0.01 0.01 0.05
0.00 -0.04 0.00
-0.07 0.06 0.00
-0.15 0.05 -0.05
-0.06 0.15 -1.76
0.00 -0.01 0.01
0.05 0.19 -0.09
0.09 0.14 -0.03
0.11 -0.02 -0.09
0.25 0.95 1.39
0.06 -0.10 -0.02
0.00 -0.01 0.00
0.11 0.05 -0.08
-0.04 -0.08 -0.02
0.01 0.02 0.03
0.05 0.03 0.06
-0.05 -0.06 -0.13
-0.07 -0.03 0.08
-0.08 0.02 -0.06
0.06 -0.07 0.06
-0.31 -0.30 -0.17
-0.04 0.03 -0.01
-0.04 0.00 0.02
-0.05 0.02 0.04
0.01 -0.03 -0.03
-0.04 0.00 0.00
-0.01 0.00 0.01
0.03 -0.15 -0.05
0.04 0.02 -0.02
-0.12 -0.25 -0.06
-0.10 0.14 0.16
0.15 0.27 0.06
0.16 -0.33 0.04
0.02 -0.02 -0.03
-0.14 0.06 0.00
0.02 -0.01 -0.05
0.41 0.62 0.09
0.00 0.00 -0.01
0.18 0.14 0.15
-0.03 0.01 0.03
0.01 -0.02 -0.07
-0.07 0.00 0.02
-0.01 0.00 -0.02
-0.29 0.07 0.08
0.10 -0.09 -0.01
-0.05 -0.18 0.06
0.02 0.05 -0.01
-0.01 0.04 0.03
-0.28 0.19 -0.73
-0.06 0.32 0.07
-0.03 0.13 -0.04
0.00 0.00 -0.01
-0.01 0.03 0.04
0.05 -0.27 0.06
0.04 0.00 0.00
-0.10 0.08 0.26
0.22 -0.05 -0.12
-0.01 0.02 0.02
-0.03 -0.03 -0.01
0.05 -0.02 -0.05
0.04 0.05 0.10
0.15 -0.39 0.18
0.01 0.01 -0.01
0.15 0.02 0.00
0.03 0.05 0.00
0.00 0.00 0.02
0.03 0.01 -0.02
-0.11 0.18 -0.08
0.14 -0.04 -0.13
-0.44 -0.11 0.29
0.06 0.17 -0.11

***

Ordered orbital gap results: 6.63 5.33 8.11; unit eV.